No. 1
This record from OMol25 describes 10 unconnected molecules or ions with the total composition C41H58BBrF27O21S. The level of theory is wB97M-V/def2-TZVPD.

## Properties
- Largest force on an atom: 0.9 eV/A
- HOMO-LUMO gap: 9.01 eV
- HOMO energy: -12.12 eV
- Energy: -8870.57180 Eh
- Charge: +1
- LUMO level: -3.1 eV
- Spin multiplicity: 1

The geometry in XYZ format:
```
150
Properties=species:S:1:pos:R:3:lowdin_charge:R:1
C -0.448 0.288 -1.295 -0.077
C -1.299 0.971 -2.379 -0.308
C -2.510 0.183 -2.854 -0.843
Br -2.065 -1.176 -4.153 0.896
S -3.456 -0.484 -1.437 1.243
C -5.178 0.022 -1.772 -0.389
O -5.142 1.399 -1.725 -0.230
C -6.358 2.021 -1.285 -0.031
B -3.472 -2.382 -1.447 -0.852
O -4.668 -3.021 -1.336 0.178
O -2.285 -2.993 -1.383 0.171
H -0.859 -0.665 -0.964 0.053
H -0.331 0.943 -0.436 0.083
H 0.540 0.065 -1.688 0.083
H -1.630 1.968 -2.092 0.097
H -0.680 1.106 -3.264 0.107
H -3.218 0.842 -3.351 0.068
H -5.512 -0.369 -2.738 0.129
H -5.765 -0.439 -0.974 0.116
H -6.118 2.779 -0.545 0.095
H -6.837 2.522 -2.124 0.093
H -7.066 1.320 -0.848 0.096
H -5.334 -2.764 -1.983 0.120
H -2.381 -3.927 -1.148 0.147
C -1.550 -8.009 -3.966 -0.059
C -1.379 -7.853 -5.460 -0.182
O -1.861 -6.567 -5.913 0.037
C -1.039 -5.547 -5.751 -0.410
O 0.052 -5.555 -5.266 0.178
C -1.684 -4.276 -6.337 -0.554
F -2.958 -4.144 -5.945 0.148
F -1.655 -4.309 -7.666 0.189
F -1.019 -3.191 -5.930 0.083
H -2.591 -7.850 -3.683 0.082
H -1.255 -9.012 -3.661 0.087
H -0.935 -7.291 -3.424 0.075
H -1.981 -8.581 -5.998 0.128
H -0.342 -7.978 -5.764 0.129
C 5.677 -1.634 0.072 -0.055
C 4.736 -2.035 1.186 -0.187
O 4.211 -0.880 1.878 0.044
C 3.191 -0.271 1.308 -0.405
O 2.637 -0.572 0.290 0.156
C 2.740 0.915 2.184 -0.556
F 3.775 1.639 2.598 0.182
F 2.086 0.454 3.257 0.169
F 1.914 1.702 1.500 0.165
H 6.478 -1.005 0.459 0.085
H 6.117 -2.523 -0.378 0.087
H 5.154 -1.076 -0.704 0.078
H 5.263 -2.603 1.948 0.111
H 3.910 -2.644 0.820 0.125
C 7.534 -2.483 7.457 -0.055
C 6.651 -2.484 6.230 -0.188
O 7.432 -2.346 5.021 0.037
C 8.000 -3.446 4.564 -0.404
O 7.929 -4.548 5.022 0.163
C 8.760 -3.129 3.262 -0.554
F 9.477 -2.013 3.370 0.183
F 7.873 -2.968 2.265 0.151
F 9.569 -4.127 2.936 0.179
H 8.154 -1.587 7.479 0.086
H 6.921 -2.507 8.356 0.086
H 8.194 -3.350 7.468 0.080
H 5.985 -1.625 6.230 0.126
H 6.044 -3.386 6.168 0.125
C -3.208 4.535 -1.371 -0.053
C -2.993 4.818 -2.843 -0.201
O -2.931 6.228 -3.102 0.039
C -1.758 6.800 -2.854 -0.392
O -0.773 6.260 -2.450 0.174
C -1.824 8.298 -3.205 -0.555
F -2.934 8.857 -2.725 0.181
F -1.813 8.454 -4.531 0.180
F -0.774 8.927 -2.693 0.164
H -4.102 5.046 -1.012 0.088
H -3.329 3.463 -1.205 0.056
H -2.368 4.887 -0.773 0.085
H -3.833 4.455 -3.433 0.126
H -2.087 4.340 -3.217 0.119
C -7.722 1.545 -7.292 -0.059
C -9.110 2.097 -7.054 -0.182
O -9.817 1.327 -6.055 0.043
C -9.542 1.600 -4.797 -0.409
O -8.764 2.408 -4.376 0.153
C -10.417 0.728 -3.874 -0.558
F -10.425 -0.543 -4.278 0.172
F -11.666 1.184 -3.864 0.187
F -9.940 0.765 -2.629 0.159
H -7.773 0.490 -7.561 0.085
H -7.241 2.089 -8.103 0.086
H -7.104 1.639 -6.399 0.071
H -9.718 2.016 -7.951 0.129
H -9.085 3.143 -6.754 0.128
C 0.577 9.422 0.185 -0.049
C 0.470 10.928 0.238 -0.185
O 0.780 11.438 1.552 0.034
C 2.066 11.561 1.840 -0.406
O 2.994 11.302 1.136 0.174
C 2.219 12.150 3.257 -0.558
F 1.403 11.543 4.123 0.167
F 1.916 13.453 3.239 0.169
F 3.465 12.012 3.685 0.179
H -0.054 8.968 0.951 0.087
H 0.263 9.065 -0.790 0.055
H 1.601 9.091 0.361 0.083
H -0.553 11.249 0.046 0.117
H 1.114 11.404 -0.500 0.129
C -3.190 14.960 1.480 -0.056
C -4.153 14.885 0.317 -0.188
O -3.450 14.767 -0.939 0.039
C -3.029 13.559 -1.261 -0.407
O -3.174 12.548 -0.639 0.159
C -2.320 13.603 -2.629 -0.557
F -1.475 14.630 -2.705 0.176
F -3.227 13.727 -3.603 0.173
F -1.639 12.480 -2.829 0.166
H -2.483 15.778 1.338 0.086
H -3.737 15.129 2.407 0.084
H -2.620 14.037 1.581 0.076
H -4.729 15.803 0.230 0.126
H -4.850 14.055 0.421 0.125
C 6.677 -6.592 2.431 -0.055
C 6.565 -7.528 3.613 -0.181
O 5.212 -8.016 3.759 0.037
C 4.863 -9.017 2.970 -0.409
O 5.540 -9.573 2.158 0.172
C 3.406 -9.419 3.269 -0.554
F 2.616 -8.346 3.368 0.166
F 3.352 -10.092 4.423 0.162
F 2.932 -10.200 2.307 0.177
H 5.954 -5.779 2.523 0.079
H 7.679 -6.168 2.383 0.075
H 6.476 -7.114 1.496 0.080
H 6.785 -7.003 4.539 0.116
H 7.254 -8.367 3.529 0.130
C 4.246 -12.836 5.268 -0.065
C 4.499 -14.325 5.195 -0.187
O 4.076 -14.989 6.404 0.035
C 2.782 -15.247 6.501 -0.404
O 1.932 -14.996 5.699 0.171
C 2.502 -15.983 7.826 -0.558
F 3.136 -15.401 8.846 0.170
F 2.925 -17.248 7.735 0.171
F 1.202 -15.991 8.085 0.177
H 4.728 -12.411 6.149 0.089
H 4.644 -12.350 4.380 0.074
H 3.181 -12.622 5.331 0.076
H 5.563 -14.536 5.116 0.126
H 4.001 -14.777 4.339 0.127
```

=====

No. 2
This record from OMol25 describes a molecular structure, C41H58GeN4NiSe. The level of theory is wB97M-V/def2-TZVPD.

## Properties
- Largest force on an atom: 0.3 eV/A
- HOMO-LUMO gap: 5.88 eV
- HOMO energy: -6.48 eV
- Energy: -7802.90743 Eh
- LUMO level: -0.6 eV
- Spin multiplicity: 1

The geometry in XYZ format:
```
106
Properties=species:S:1:pos:R:3:lowdin_charge:R:1
Ni 0.497 -0.820 0.481 0.524
C 3.155 0.431 -4.953 -0.083
C 4.026 -0.102 -3.813 -0.191
C 3.402 0.137 -2.474 -0.132
C 3.635 1.158 -1.611 -0.142
C 4.635 2.264 -1.732 -0.196
C 5.916 1.983 -0.943 -0.084
C 2.720 0.970 -0.507 -0.233
C 2.617 1.839 0.558 0.050
C 1.698 1.719 1.584 -0.230
C 1.554 2.685 2.646 -0.131
C 2.366 3.934 2.792 -0.189
C 1.850 5.067 1.901 -0.087
C 0.525 2.252 3.419 -0.133
C 0.060 1.022 2.823 -0.229
C -0.986 0.273 3.325 0.057
C -1.431 -0.919 2.790 -0.232
N -0.914 -1.528 1.685 0.073
C -1.648 -2.663 1.523 -0.233
C -1.494 -3.573 0.494 0.051
C -0.607 -3.431 -0.553 -0.220
N 0.267 -2.397 -0.709 0.067
C 0.895 -2.630 -1.894 -0.221
C 1.863 -1.821 -2.456 0.057
C 2.359 -0.668 -1.879 -0.222
N 1.955 -0.144 -0.688 0.074
C 0.412 -3.848 -2.508 -0.128
C -0.521 -4.355 -1.663 -0.129
C -1.367 -5.577 -1.835 -0.192
C -2.754 -5.251 -2.395 -0.083
C 0.905 -4.420 -3.800 -0.194
C 2.219 -5.186 -3.637 -0.086
C -2.657 -2.782 2.551 -0.130
C -2.525 -1.686 3.342 -0.132
C -3.357 -1.276 4.516 -0.188
C -4.427 -0.248 4.141 -0.082
C -3.675 -3.875 2.630 -0.186
C -4.839 -3.658 1.658 -0.079
N 0.787 0.713 1.709 0.070
C -0.018 2.869 4.671 -0.194
C 0.540 2.212 5.936 -0.086
H 3.620 0.254 -5.924 0.070
H 2.993 1.505 -4.840 0.073
H 2.174 -0.048 -4.949 0.071
H 5.006 0.379 -3.843 0.106
H 4.212 -1.169 -3.957 0.107
H 4.191 3.204 -1.393 0.103
H 4.877 2.415 -2.786 0.107
H 5.696 1.836 0.116 0.071
H 6.625 2.807 -1.034 0.071
H 6.399 1.074 -1.305 0.076
H 3.285 2.690 0.578 0.107
H 3.412 3.728 2.556 0.109
H 2.353 4.252 3.837 0.107
H 1.859 4.768 0.851 0.059
H 2.460 5.966 2.006 0.073
H 0.821 5.320 2.162 0.073
H -1.484 0.643 4.211 0.105
H -2.135 -4.444 0.494 0.105
H 2.276 -2.120 -3.410 0.105
H -1.466 -6.098 -0.879 0.109
H -0.858 -6.275 -2.504 0.106
H -3.288 -4.566 -1.734 0.060
H -3.357 -6.152 -2.511 0.071
H -2.670 -4.766 -3.368 0.077
H 1.031 -3.620 -4.534 0.109
H 0.142 -5.085 -4.211 0.105
H 3.002 -4.541 -3.237 0.070
H 2.561 -5.588 -4.593 0.070
H 2.096 -6.018 -2.942 0.076
H -2.716 -0.869 5.303 0.108
H -3.834 -2.160 4.944 0.104
H -3.973 0.651 3.720 0.069
H -5.017 0.043 5.011 0.071
H -5.106 -0.654 3.389 0.066
H -4.061 -3.936 3.649 0.104
H -3.203 -4.841 2.429 0.109
H -5.347 -2.717 1.872 0.067
H -5.570 -4.465 1.730 0.072
H -4.483 -3.610 0.628 0.060
H -1.109 2.807 4.673 0.108
H 0.220 3.935 4.676 0.105
H 0.304 1.147 5.961 0.070
H 0.127 2.675 6.834 0.070
H 1.626 2.306 5.971 0.076
C -2.378 3.591 -3.170 -0.223
Ge -1.062 3.692 -1.724 0.739
C 0.724 3.276 -2.412 -0.204
C -1.088 5.478 -0.912 -0.210
C -1.494 2.347 -0.353 -0.562
Se -1.438 0.552 -1.129 0.911
C -3.121 -0.121 -0.431 -0.385
H -2.085 4.237 -3.999 0.017
H -3.366 3.902 -2.831 0.017
H -2.446 2.567 -3.539 0.004
H 0.922 3.822 -3.336 0.022
H 0.821 2.208 -2.620 0.008
H 1.491 3.540 -1.682 0.006
H -0.820 6.248 -1.637 0.018
H -0.381 5.531 -0.084 -0.008
H -2.082 5.709 -0.526 0.018
H -2.488 2.499 0.070 0.025
H -0.776 2.377 0.469 -0.006
H -3.957 0.445 -0.835 0.023
H -3.113 -0.080 0.658 0.015
H -3.196 -1.162 -0.745 0.015
```

=====

No. 3
This record from OMol25 describes a molecular structure, C41H59N9O4S2V. The level of theory is wB97M-V/def2-TZVPD.

## Properties
- Largest force on an atom: 1.6 eV/A
- ⟨S²⟩: 3.777
- HOMO-LUMO gap (alpha / beta): 6.53 / 5.97 eV
- Energy relative to the best compared isomer or geometry (same formula, charge and spin): 20.91 kcal per mole
- HOMO energy (alpha / beta): -6.43 / -6.99 eV
- Energy: -4132.03381 Eh
- LUMO level (alpha / beta): 0.1 / -1.0 eV
- Spin multiplicity: 4

The geometry in XYZ format:
```
116
Properties=species:S:1:pos:R:3:lowdin_charge:R:1
V -0.377 -0.097 0.230 0.994
C 2.425 -0.582 -6.685 -0.047
C 1.122 -1.168 -6.121 -0.556
C -0.035 -0.849 -7.078 -0.040
C 1.274 -2.686 -6.037 -0.065
C 0.836 -0.546 -4.758 -0.149
C 0.691 -1.286 -3.625 0.037
C 0.393 -0.653 -2.392 -0.174
N 0.288 -1.239 -1.186 -0.020
C 0.665 -2.519 -0.758 -0.181
C 1.471 -3.433 -1.433 0.027
C 1.809 -4.649 -0.855 -0.175
C 1.325 -4.917 0.426 0.017
C 0.579 -4.005 1.174 -0.104
C 0.289 -2.763 0.592 -0.297
O -0.271 -1.768 1.274 -0.190
C 0.138 -4.296 2.611 -0.527
C -1.387 -4.135 2.726 -0.037
C 0.494 -5.718 3.043 -0.070
C 0.839 -3.326 3.576 -0.044
C 2.727 -5.610 -1.614 -0.556
C 2.188 -5.847 -3.032 -0.045
C 2.846 -6.965 -0.915 -0.068
C 4.129 -4.991 -1.713 -0.047
C 0.137 0.771 -2.353 -0.242
O -0.248 1.295 -1.236 -0.139
C 0.324 1.545 -3.537 -0.079
C 0.682 0.873 -4.674 0.041
C 0.115 3.058 -3.498 -0.533
C -1.330 3.376 -3.082 -0.033
C 1.097 3.684 -2.496 -0.041
C 0.360 3.703 -4.862 -0.070
H 2.682 -1.074 -7.626 0.084
H 2.337 0.488 -6.884 0.076
H 3.251 -0.728 -5.985 0.090
H 0.154 -1.288 -8.061 0.085
H -0.975 -1.252 -6.695 0.095
H -0.162 0.227 -7.210 0.077
H 1.479 -3.087 -7.031 0.086
H 2.105 -2.971 -5.386 0.079
H 0.366 -3.165 -5.665 0.092
H 0.707 -2.361 -3.664 0.091
H 1.870 -3.177 -2.403 0.095
H 1.561 -5.871 0.874 0.084
H -1.890 -4.876 2.096 0.075
H -1.704 -4.300 3.759 0.085
H -1.707 -3.142 2.416 0.078
H 0.042 -6.466 2.388 0.088
H 1.575 -5.882 3.059 0.083
H 0.119 -5.888 4.054 0.084
H 0.623 -2.291 3.315 0.072
H 0.502 -3.509 4.600 0.085
H 1.923 -3.483 3.545 0.077
H 1.164 -6.224 -3.000 0.095
H 2.187 -4.932 -3.627 0.063
H 2.808 -6.579 -3.555 0.084
H 1.870 -7.436 -0.781 0.091
H 3.462 -7.633 -1.521 0.083
H 3.321 -6.877 0.065 0.083
H 4.099 -4.036 -2.243 0.079
H 4.539 -4.813 -0.716 0.081
H 4.811 -5.655 -2.251 0.084
H 0.819 1.440 -5.585 0.093
H -1.559 2.986 -2.093 0.074
H -1.478 4.460 -3.079 0.083
H -2.038 2.938 -3.789 0.095
H 0.975 3.249 -1.504 0.065
H 2.128 3.521 -2.820 0.089
H 0.925 4.762 -2.435 0.082
H -0.317 3.312 -5.624 0.087
H 0.183 4.778 -4.783 0.084
H 1.388 3.560 -5.205 0.086
C 3.939 -2.121 1.348 -0.038
N 3.656 -0.852 2.011 -0.135
C 3.711 -0.833 3.472 -0.049
C 2.814 0.001 1.358 -0.419
N 2.257 -0.163 0.223 0.183
N 2.590 1.209 2.042 0.144
C 1.530 2.044 1.756 -0.471
N 1.764 3.362 2.061 0.158
N 0.409 1.577 1.361 0.083
H 4.744 -2.619 1.884 0.091
H 4.284 -1.944 0.330 0.095
H 3.065 -2.780 1.310 0.083
H 4.240 -1.725 3.800 0.086
H 2.718 -0.841 3.922 0.088
H 4.267 0.026 3.852 0.078
H 2.433 -1.089 -0.151 0.047
H 3.353 1.589 2.576 0.138
H 2.715 3.684 1.988 0.101
H 1.084 4.019 1.714 0.106
H -0.279 2.309 1.211 0.080
N -6.586 -5.156 0.961 0.096
C -5.785 -4.195 0.356 -0.317
C -6.356 -3.091 -0.275 -0.029
C -5.554 -2.152 -0.905 -0.070
C -4.179 -2.321 -0.926 -0.296
C -3.597 -3.424 -0.300 -0.042
C -4.394 -4.353 0.331 -0.026
S -3.125 -1.135 -1.673 0.595
O -2.194 -1.857 -2.488 -0.266
O -3.961 -0.114 -2.252 -0.336
N -2.292 -0.526 -0.415 -0.195
C -2.913 0.335 0.443 -0.692
S -4.505 1.015 0.309 1.087
C -4.203 1.874 1.782 -0.401
C -2.957 1.625 2.233 -0.241
N -2.214 0.736 1.479 -0.018
H -7.515 -4.865 1.214 0.087
H -6.143 -5.726 1.662 0.088
H -7.432 -2.967 -0.270 0.110
H -5.991 -1.296 -1.401 0.107
H -2.520 -3.545 -0.314 0.114
H -3.947 -5.216 0.812 0.105
H -4.953 2.507 2.225 0.059
H -2.527 2.040 3.133 0.105
```

=====

No. 4
This record from OMol25 describes a molecular structure, C41H60BrGeO3PRhSSeSi. The level of theory is wB97M-V/def2-TZVPD.

## Properties
- Largest force on an atom: 1.2 eV/A
- HOMO-LUMO gap: 7.22 eV
- Energy relative to the best compared isomer or geometry (same formula, charge and spin): 2.32 kcal per mole
- HOMO energy: -11.01 eV
- Energy: -10015.84563 Eh
- Charge: +1
- LUMO level: -3.8 eV
- Spin multiplicity: 1

The geometry in XYZ format:
```
111
Properties=species:S:1:pos:R:3:lowdin_charge:R:1
Rh -0.938 -0.005 0.053 0.654
O 0.894 3.471 -1.003 -0.245
S -0.132 2.598 -0.544 0.496
O -0.689 1.642 -1.547 -0.409
O 0.172 1.763 0.658 -0.412
C -1.476 3.582 0.035 -0.257
C -1.379 4.960 0.011 -0.022
C -2.402 5.724 0.556 -0.035
C -3.500 5.104 1.129 -0.042
C -3.591 3.719 1.151 -0.066
C -2.578 2.941 0.597 -0.292
P -2.843 1.155 0.417 1.054
C -3.812 0.714 1.875 -0.353
C -3.298 1.131 3.107 -0.096
C -3.943 0.797 4.286 -0.044
C -5.121 0.063 4.244 -0.049
C -5.648 -0.336 3.025 -0.058
C -4.994 -0.021 1.843 -0.114
C -3.933 1.081 -1.032 -0.333
C -5.257 1.507 -0.915 -0.089
C -6.085 1.533 -2.026 -0.054
C -5.593 1.155 -3.267 -0.054
C -4.269 0.761 -3.395 -0.055
C -3.438 0.723 -2.286 -0.116
H -0.500 5.417 -0.424 0.122
H -2.334 6.803 0.541 0.119
H -4.293 5.698 1.563 0.116
H -4.455 3.251 1.603 0.110
H -2.403 1.742 3.137 0.106
H -3.535 1.121 5.234 0.117
H -5.633 -0.190 5.162 0.115
H -6.575 -0.894 2.991 0.116
H -5.418 -0.344 0.901 0.095
H -5.648 1.835 0.039 0.103
H -7.111 1.860 -1.922 0.114
H -6.238 1.183 -4.135 0.114
H -3.872 0.488 -4.365 0.117
H -2.406 0.430 -2.409 0.085
C 1.467 -1.875 3.654 -0.077
C 1.403 -2.485 2.416 -0.079
C 0.550 -1.986 1.432 -0.175
C -0.223 -0.858 1.684 -0.353
C -0.138 -0.232 2.923 -0.105
C 0.693 -0.744 3.904 -0.062
H 2.125 -2.266 4.419 0.111
H 2.011 -3.354 2.200 0.114
H 0.527 -2.482 0.469 0.069
H -0.686 0.680 3.117 0.079
H 0.759 -0.245 4.863 0.110
C 3.496 1.918 1.332 -0.109
C 4.670 0.980 1.008 -0.618
C 5.988 1.717 1.307 -0.083
C 4.547 -0.197 1.988 -0.101
Si 4.635 0.376 -0.810 0.492
Br 2.447 -0.165 -1.190 0.541
C 5.021 1.739 -2.097 -0.625
C 6.542 1.916 -2.250 -0.085
C 4.419 3.087 -1.673 -0.097
C 4.427 1.423 -3.481 -0.115
C 5.575 -1.272 -1.104 -0.627
C 7.008 -1.181 -0.549 -0.084
C 5.664 -1.592 -2.604 -0.105
C 4.877 -2.477 -0.452 -0.120
H 3.602 2.257 2.369 0.091
H 2.537 1.404 1.251 0.032
H 3.454 2.800 0.698 0.061
H 6.014 1.983 2.369 0.090
H 6.081 2.644 0.741 0.066
H 6.868 1.106 1.103 0.070
H 4.477 0.201 3.006 0.090
H 5.407 -0.865 1.960 0.066
H 3.640 -0.779 1.805 0.057
H 7.039 2.130 -1.301 0.071
H 6.735 2.762 -2.916 0.091
H 7.020 1.042 -2.692 0.065
H 4.879 3.486 -0.769 0.067
H 3.340 3.026 -1.518 0.055
H 4.596 3.814 -2.473 0.092
H 4.773 0.479 -3.895 0.058
H 4.724 2.217 -4.174 0.089
H 3.337 1.402 -3.450 0.052
H 7.567 -0.344 -0.971 0.070
H 7.549 -2.097 -0.805 0.091
H 7.028 -1.087 0.537 0.065
H 6.261 -0.867 -3.153 0.064
H 4.675 -1.649 -3.065 0.075
H 6.143 -2.568 -2.728 0.089
H 4.790 -2.388 0.629 0.055
H 5.468 -3.375 -0.661 0.088
H 3.881 -2.633 -0.865 0.044
C -2.975 -4.873 -2.566 -0.209
Ge -4.366 -4.109 -1.440 0.759
C -6.073 -3.959 -2.367 -0.209
C -4.550 -5.106 0.225 -0.214
C -3.815 -2.232 -1.090 -0.543
Se -2.211 -2.100 -0.016 1.020
C -2.949 -2.463 1.743 -0.289
H -3.126 -5.946 -2.681 0.028
H -1.989 -4.716 -2.126 0.015
H -2.990 -4.418 -3.557 0.027
H -6.444 -4.946 -2.644 0.027
H -5.963 -3.367 -3.276 0.024
H -6.818 -3.482 -1.730 0.023
H -4.951 -6.095 -0.002 0.030
H -5.234 -4.616 0.918 0.024
H -3.587 -5.245 0.716 0.016
H -4.600 -1.630 -0.635 0.011
H -3.563 -1.784 -2.049 0.013
H -2.641 -3.468 2.016 0.040
H -4.030 -2.394 1.700 0.023
H -2.539 -1.742 2.442 0.026
```